17
Properties=species:S:1:pos:R:3:forces:R:3 method="wB97M-V/def2-TZVPD" total_charge=0 homo_energy_ev=-8.80 e_tot_ha=-285.11476 lumo_energy_ev=0.79 smiles="C=CN.NCN" gap_ev=9.6 de_lowest_kj_mol=165.6
H -0.795822 -0.493653 0.530331 -0.99 -0.56 0.02
H -3.254145 0.154453 -0.452307 0.09 0.10 0.22
C -2.276821 0.610659 -0.268830 0.37 0.31 -0.13
N -1.559506 0.496488 -1.533179 -0.21 -0.43 -0.22
C 1.837898 -0.510629 -0.032810 1.35 0.46 -1.89
H 1.207969 -2.437330 0.344475 -0.60 0.14 -0.18
N 2.231520 0.816406 0.237801 -0.11 -0.58 0.71
C 1.114848 -1.396824 0.629459 1.25 0.09 1.47
H -1.066083 0.727934 1.342028 -0.66 0.21 0.35
N -1.627908 -0.006851 0.902493 1.41 0.31 -0.32
H -2.406706 1.670624 -0.043187 -0.30 -0.03 -0.12
H -0.593045 0.797264 -1.519205 -0.03 0.29 0.40
H 3.088399 1.035101 -0.252723 -0.21 0.06 -0.20
H 2.429780 0.965702 1.219396 -0.37 0.15 0.13
H -1.525334 -0.486454 -1.776223 -0.04 -0.02 -0.20
H 0.933928 -1.159553 1.679410 -0.54 -0.29 -0.17
H 2.261033 -0.783331 -1.006922 -0.42 -0.21 0.13